{"formula": "C31H37MnN4O3S", "method": "ωB97M-V/def2-TZVPD", "symbols": ["N", "H", "H", "H", "C", "H", "C", "H", "C", "C", "H", "C", "O", "H", "C", "C", "H", "C", "H", "C", "H", "H", "H", "H", "H", "C", "H", "N", "H", "S", "H", "C", "H", "H", "C", "H", "C", "O", "C", "C", "H", "H", "C", "H", "H", "H", "C", "H", "C", "C", "C", "C", "H", "N", "H", "C", "H", "H", "N", "C", "C", "C", "H", "O", "H", "H", "H", "C", "C", "C", "H", "H", "C", "Mn", "C", "C", "H"], "xyz": [[-1.462, -0.790, 1.331], [-5.420, -0.683, 2.291], [2.835, 0.179, 3.203], [-4.226, 0.321, 4.066], [2.683, 0.476, -2.579], [-2.120, -4.584, -0.198], [3.806, 2.606, -2.849], [3.509, -0.985, -0.432], [-3.795, 1.606, 2.429], [2.390, 0.048, 2.214], [0.563, 4.396, -1.817], [-1.790, -3.784, -0.845], [-4.654, 3.123, -0.783], [-4.149, -1.844, 2.732], [0.397, -0.199, 4.477], [-1.209, -0.426, 2.686], [-0.815, 3.664, 0.145], [-0.606, 0.201, 5.341], [-3.992, -0.857, 1.277], [-2.229, 0.007, 3.546], [-0.731, 3.543, -3.621], [2.044, 1.026, 1.871], [-0.742, -3.083, -4.021], [0.010, 2.098, 0.106], [1.884, -1.473, -2.225], [-1.014, -2.944, -2.984], [0.916, -3.069, 2.653], [-1.156, -1.552, -1.113], [3.181, -0.287, 1.539], [-4.344, 1.790, -1.314], [0.947, 3.521, 0.312], [-1.660, -2.108, 1.137], [-3.364, 2.402, 3.039], [4.831, -1.054, -1.601], [0.273, 3.344, -1.731], [4.262, -1.281, -4.128], [3.819, 1.223, -2.867], [0.284, -0.584, -4.143], [-3.669, 0.250, 3.127], [-1.524, -3.976, -2.197], [-1.803, 3.774, -2.225], [-0.381, 0.434, 6.375], [3.271, -1.640, -3.837], [4.743, 0.703, -3.099], [4.698, 3.172, -3.086], [3.870, -2.501, -1.273], [0.072, 3.143, -0.221], [2.508, -2.710, 1.951], [-1.589, -2.514, -0.328], [1.470, 2.543, -2.205], [3.822, -1.414, -1.385], [2.841, -1.034, -2.499], [2.182, -2.332, 3.649], [0.309, 0.365, -2.012], [3.323, -2.730, -3.762], [-4.340, -0.857, 2.309], [-1.289, 2.159, -2.701], [-2.692, 0.632, 5.535], [-3.034, 1.180, -1.071], [0.115, -0.514, 3.151], [-0.820, -1.716, -2.378], [-0.034, -0.544, -2.956], [2.557, -1.375, -4.616], [-1.798, -2.994, 1.981], [2.611, 4.333, -2.430], [-4.843, 1.850, 2.241], [1.416, -0.282, 4.839], [1.743, -2.357, 2.647], [2.635, 3.249, -2.493], [1.245, -0.965, 2.243], [0.848, -1.040, 1.228], [-1.680, -4.953, -2.638], [-0.967, 3.189, -2.615], [-1.250, 0.436, -0.425], [1.466, 1.137, -2.300], [-1.902, 0.305, 4.867], [-3.288, 1.603, 1.467]], "e_lumo_ev": [2.7, 2.7], "charge": -1, "multiplicity": 6}